Arrangement i

This record from the Open Molecules 2025 dataset describes a cluster of 3 separate species, C2H10O2S2 in total. The level of theory is the ωB97M-V functional and the def2-TZVPD basis.

Summary:
- HOMO: -9.340 eV
- Structure (SMILES): CCSS.O.O

Cartesian coordinates (Å):
C -0.35932 -0.38828 -2.54699
C -0.61943 -1.25897 -1.32556
S 0.69497 -1.19393 0.02700
S -0.24659 -1.77376 1.83076
H 0.79863 -0.35729 -2.71733
H -0.85707 0.58430 -2.46875
H -0.64166 -0.91013 -3.45467
H -0.52665 -2.30663 -1.60274
H -1.56600 -1.05736 -0.87994
H -0.27830 -0.49874 2.22590
H -2.08676 1.85158 1.54836
H -0.72297 1.16765 1.13707
O -1.19499 2.11522 1.18873
H 2.19983 1.33135 1.65602
H 3.15538 1.15933 2.74872
O 2.25091 1.53566 2.63342

Atomic partial charges in e from the natural (NBO) method, atoms 1 to 5: atom 1 (C): -0.630, atom 2 (C): -0.489, atom 3 (S): 0.013, atom 4 (S): -0.112, atom 5 (H): 0.213

Arrangement ii

This record from the Open Molecules 2025 dataset describes a cluster of 3 separate species, C2H10O2S2 in total. The level of theory is the ωB97M-V functional and the def2-TZVPD basis.

Summary:
- HOMO: -7.824 eV
- Structure (SMILES): CSSC.O.O

Cartesian coordinates (Å):
C -2.20983 -0.22103 0.03010
S -0.76466 0.44798 -0.80750
S 0.65172 -0.31374 0.42233
C 2.06691 -0.53340 -0.75965
H -2.54200 -1.12978 -0.48166
H -3.07150 0.44453 -0.07110
H -2.18283 -0.37338 1.10867
H 1.75358 -1.05469 -1.66221
H 2.97699 -0.76676 -0.22471
H 2.14277 0.51292 -1.09051
H 1.56058 5.05014 -0.19650
H 0.37546 4.10546 -0.18284
O 1.33945 4.09974 -0.18887
H -1.39804 -2.94040 1.43083
H -0.45472 -3.80282 2.28596
O -0.89959 -3.75275 1.44830

Atomic partial charges in e from the natural (NBO) method, atoms 1 to 5: atom 1 (C): -0.770, atom 2 (S): 0.079, atom 3 (S): 0.046, atom 4 (C): -0.723, atom 5 (H): 0.220

Arrangement iii

This record from the Open Molecules 2025 dataset describes a cluster of 4 separate species, C2H10O2S2 in total. The level of theory is the ωB97M-V functional and the def2-TZVPD basis.

Summary:
- HOMO: -9.050 eV

Cartesian coordinates (Å):
C -1.49609 -0.35887 1.31233
S -2.17772 -0.45775 -0.33679
S 1.94201 -0.31240 -0.35377
C 0.90655 -1.61479 -0.91894
H -0.65846 -1.04870 1.42996
H -1.27180 0.65055 1.60547
H -2.21306 -0.74657 2.04591
H -0.15915 -1.36444 -0.67662
H 0.96706 -1.93180 -1.95512
H 0.99426 -2.54529 -0.35148
H 1.42731 0.43736 1.32058
H 1.90555 1.47108 2.42438
O 1.16088 0.91876 2.15897
H 0.63533 1.90835 -1.30193
H -0.77090 1.36250 -1.18230
O -0.27190 2.11607 -1.54896

Atomic partial charges in e from the natural (NBO) method, atoms 1 to 5: atom 1 (C): -0.811, atom 2 (S): 0.138, atom 3 (S): 0.052, atom 4 (C): -0.778, atom 5 (H): 0.258

Bottom line: arrangement ii, by a margin of 1.8 kcal/mol.

Arrangement i

This record from the Open Molecules 2025 dataset describes the molecule C17H17N3O3. The level of theory is the ωB97M-V functional and the def2-TZVPD basis.

Summary:
- HOMO: -7.961 eV
- Structure (SMILES): Cc1noc(Cc2c3ccoc3c(C[C@@H](C)N)c3ccoc23)n1

Cartesian coordinates (Å):
N 4.59096 -2.17886 1.61568
N 3.33144 -0.49659 2.41785
O 4.10051 -1.40689 0.52526
O 0.39114 1.82126 2.01842
O -0.71002 -1.50872 -2.17265
C 4.13152 -1.56761 2.67775
C 3.35435 -0.40742 1.12559
C 0.55087 -1.75325 -2.70381
C -0.84882 2.15493 2.46091
C 1.50505 -1.16838 -1.91964
C -1.84007 1.61283 1.69347
C 0.19721 0.96981 0.97659
C -0.58401 -0.63718 -1.11158
C 0.77109 -0.46810 -0.86388
C -1.13652 0.83676 0.71459
C 1.15240 0.36719 0.17733
C -1.55828 0.07254 -0.37118
N -4.93019 0.77533 -1.87824
C 4.43518 -1.98033 4.07746
C 2.62113 0.69834 0.40083
C -2.90065 0.94451 -3.10316
C -3.01824 -0.07605 -0.70815
C -3.50695 1.04027 -1.69705
H 0.76467 -2.37518 -3.58520
H -1.06260 2.69456 3.35192
H 2.58860 -1.23290 -2.04694
H -2.92285 1.66696 1.86672
H -5.36692 1.53070 -2.37411
H -5.00964 -0.04636 -2.46043
H 5.34049 -1.49204 4.36953
H 4.59101 -3.02728 4.12258
H 3.64584 -1.66918 4.75389
H 2.73612 1.60768 0.96751
H 3.06438 0.90792 -0.56524
H -1.87013 1.28559 -3.03600
H -2.92126 -0.03941 -3.59948
H -3.46391 1.60359 -3.80335
H -3.65089 -0.03228 0.15916
H -3.23243 -1.05463 -1.20360
H -3.32959 2.02785 -1.26932

Atomic partial charges in e from the natural (NBO) method, atoms 1 to 5: atom 1 (N): -0.155, atom 2 (N): -0.507, atom 3 (O): -0.309, atom 4 (O): -0.422, atom 5 (O): -0.439

Arrangement ii

This record from the Open Molecules 2025 dataset describes a structure of composition C17H17N3O3. The level of theory is the ωB97M-V functional and the def2-TZVPD basis.

Summary:
- HOMO: -6.783 eV

Cartesian coordinates (Å):
C 3.45537 3.67277 1.69863
H 3.10607 3.92748 0.57602
O 4.44605 2.75463 1.64644
C 4.38451 1.62526 1.19639
C 5.48871 0.98748 1.31667
C 5.57738 -0.46375 0.88553
C 4.47501 -0.96909 0.34612
C 3.31983 -0.09096 -0.07323
C 3.36516 1.18188 0.48391
H 2.39817 1.79640 0.45160
C 2.21648 -0.84360 -0.80142
O 2.34000 -1.39304 -1.79365
N 0.84536 -0.12190 -0.10958
C -0.38376 -0.72361 -0.56689
C -1.42049 -0.09758 0.21230
C -2.65583 -0.52953 0.04202
C -3.06664 -1.11833 -1.13258
C -1.94027 -1.62694 -1.98702
C -0.73397 -1.38869 -1.84404
H 0.20361 -1.75998 -2.26242
H -2.11756 -2.08975 -3.05575
N -4.21703 -1.46235 -1.28505
C -4.91339 -0.82874 -0.30355
O -6.05998 -0.77306 0.06851
N -3.88367 -0.16308 0.21431
C -4.22362 0.47588 1.69947
H -3.81961 1.65394 1.78818
H -5.21845 0.43315 1.76435
H -3.60213 -0.04642 2.68887
C -5.13998 -1.99600 -2.33127
H -6.13646 -1.92951 -2.26704
H -4.80324 -2.91664 -2.53891
H -4.92538 -1.54116 -3.38286
H -1.22883 0.45738 1.27529
H 0.99134 0.25426 0.77433
H 4.41012 -2.13306 -0.42397
H 6.39264 -1.03029 0.73083
H 6.44458 0.95829 2.01761
H 2.64065 3.33263 2.14923
H 3.98925 4.52562 2.13262

Atomic partial charges in e from the natural (NBO) method, atoms 1 to 5: atom 1 (C): -0.233, atom 2 (H): 0.159, atom 3 (O): -0.474, atom 4 (C): 0.295, atom 5 (C): -0.251

Bottom line: arrangement i, by a margin of 261.8 kcal/mol.

Arrangement i

This record from the Open Molecules 2025 dataset describes a structure of composition C4H6BrNS. The level of theory is the ωB97M-V functional and the def2-TZVPD basis.

Summary:
- HOMO: -8.761 eV

Cartesian coordinates (Å):
C 0.60039 0.22872 -1.37068
C 1.06142 1.60262 -0.81373
C -0.65648 -0.36994 0.42517
C -0.61346 -1.49752 1.44393
N -0.16763 -0.62760 -0.83297
S 0.56995 1.53400 0.90953
Br -2.53422 0.15979 0.08156
H 0.90272 0.05062 -2.37149
H 2.13681 1.82897 -1.01817
H 0.37539 2.23744 -1.33826
H -1.62182 -1.57565 1.94669
H 0.20018 -1.20402 2.13985
H -0.25324 -2.36742 0.79858

Atomic partial charges in e from the natural (NBO) method, atoms 1 to 5: atom 1 (C): 0.198, atom 2 (C): -0.636, atom 3 (C): 0.181, atom 4 (C): -0.711, atom 5 (N): -0.485

Arrangement ii

This record from the Open Molecules 2025 dataset describes the molecule C4H6BrNS. The level of theory is the ωB97M-V functional and the def2-TZVPD basis.

Summary:
- HOMO: -9.101 eV
- Structure (SMILES): C[C@@H]1C=N[C@H](Br)S1

Cartesian coordinates (Å):
C 0.60498 1.05404 0.03899
C 0.78062 -0.42896 -0.10929
C -1.17736 0.80964 -1.29095
C 0.51269 -1.15299 1.20642
N -0.34118 1.63982 -0.54336
S -0.42543 -0.86101 -1.41537
Br -2.95754 0.78702 -0.37369
H 1.27361 1.61893 0.66977
H 1.77775 -0.67086 -0.48462
H -1.39037 1.20008 -2.28304
H -0.48896 -0.92642 1.56644
H 1.23654 -0.84226 1.95735
H 0.59466 -2.22701 1.06136

Atomic partial charges in e from the natural (NBO) method, atoms 1 to 5: atom 1 (C): 0.154, atom 2 (C): -0.410, atom 3 (C): -0.207, atom 4 (C): -0.611, atom 5 (N): -0.421

Bottom line: arrangement ii, by a margin of 34.5 kcal/mol.

Arrangement i

This record from the Open Molecules 2025 dataset describes a cluster of 2 separate species, C2H5NOS2 in total. The level of theory is the ωB97M-V functional and the def2-TZVPD basis.

Summary:
- HOMO (alpha / beta): -7.955 / -8.127 eV

Cartesian coordinates (Å):
C -0.53082 -1.50776 -0.20205
C -0.90295 -0.10135 -0.08976
N -0.07077 0.82770 -0.46073
O -0.42171 2.12893 -0.16194
S 3.07609 0.74203 0.25025
S -2.53392 0.34783 0.36045
H -0.43493 -2.15940 0.57480
H 0.41651 -1.40709 -0.59960
H -1.30527 -2.01356 -0.73831
H 2.30842 0.45303 1.24627
H 0.39935 2.68963 -0.17939

Atomic partial charges in e from the natural (NBO) method, atoms 1 to 5: atom 1 (C): -0.680, atom 2 (C): 0.042, atom 3 (N): -0.050, atom 4 (O): -0.500, atom 5 (S): -0.220

Arrangement ii

This record from the Open Molecules 2025 dataset describes the molecule C2H5NOS2. The level of theory is the ωB97M-V functional and the def2-TZVPD basis.

Summary:
- HOMO: -8.926 eV
- Structure (SMILES): CSC(=S)NO

Cartesian coordinates (Å):
C -2.12203 0.42590 0.06375
C 0.59428 -0.11390 -0.07089
H -3.12431 -0.08404 0.06612
H -2.03757 0.96558 1.03625
H -2.07061 1.15518 -0.75632
H 1.50622 -1.92764 0.14715
H 2.79837 0.46012 -0.21029
N 1.64826 -0.95474 0.06133
O 2.93958 -0.52111 -0.05589
S -0.97520 -0.93328 -0.17840
S 0.84302 1.52792 -0.10280

Atomic partial charges in e from the natural (NBO) method, atoms 1 to 5: atom 1 (C): -0.755, atom 2 (C): -0.124, atom 3 (H): 0.237, atom 4 (H): 0.242, atom 5 (H): 0.244

Arrangement iii

This record from the Open Molecules 2025 dataset describes the molecule C2H5NOS2. The level of theory is the ωB97M-V functional and the def2-TZVPD basis.

Summary:
- HOMO: -8.808 eV
- Structure (SMILES): ONC(=S)CS

Cartesian coordinates (Å):
C 0.81847 -1.04823 -0.01706
C -0.52870 -0.26507 0.13538
H 2.19236 0.86018 1.27130
H 0.95875 -1.83480 0.89667
H 0.69768 -1.51308 -1.02759
H 0.55768 1.44830 -0.33208
H -2.12615 1.65784 0.26270
N -0.28930 1.07137 0.04517
O -1.17744 2.07402 -0.08832
S 2.42866 -0.04845 -0.07320
S -1.96456 -1.00345 -0.01371

Atomic partial charges in e from the natural (NBO) method, atoms 1 to 5: atom 1 (C): -0.569, atom 2 (C): 0.020, atom 3 (H): 0.164, atom 4 (H): 0.261, atom 5 (H): 0.261

Bottom line: arrangement ii, by a margin of 39.3 kcal/mol.